Formula: CH3NO3
Source: the Open Molecules 2025 dataset
Level of theory: ωB97M-V with the def2-TZVPD basis set

Atoms and positions in Å:
C: -1.53 0.28 0.17
N: -0.78 -0.67 0.06
O: 0.14 -1.38 -0.06
O: 1.97 -0.33 0.04
O: 1.42 0.90 0.05
H: -1.17 1.26 0.24
H: -2.60 0.17 0.33
H: 2.55 -0.24 -0.84

The calculation puts the HOMO-LUMO gap (spin up / spin down) at 7.182 / 10.605 eV. As for the total charge: 0. The value obtained for the LUMO energy (spin up / spin down) is -0.730 / 0.692 eV. Its energy relative to the best compared isomer or geometry (same formula, charge and spin) is 7.140 eV. The value obtained for the total energy is -320.08021 Ha.